ORCA calculation (wB97M-V/def2-TZVPD) on a molecular structure, C26H45IrN3P2 at a distorted geometry.

Geometry (Å):
Ir1 -0.79 -0.17 0.58
C1 0.92 1.62 1.82
C2 1.10 2.34 0.62
C3 -1.18 1.92 0.80
C4 -0.51 1.37 2.00
C5 -0.15 2.56 0.00
C6 1.95 1.35 2.85
H1 2.88 0.96 2.42
H2 1.60 0.61 3.59
H3 2.20 2.27 3.41
C7 -1.16 1.38 3.35
H4 -0.51 0.93 4.11
H5 -2.11 0.85 3.33
H6 -1.37 2.42 3.64
C8 -2.61 2.36 0.79
H7 -2.70 3.40 1.14
H8 -3.22 1.74 1.45
H9 -3.04 2.31 -0.22
C9 -0.39 3.41 -1.17
H10 -0.08 4.45 -0.99
H11 -1.45 3.42 -1.45
H12 0.17 3.05 -2.04
C10 2.40 2.87 0.16
H13 2.67 3.81 0.67
H14 2.38 3.08 -0.92
H15 3.22 2.16 0.35
C11 1.67 -1.45 -1.29
C12 2.44 -0.53 -0.70
C13 3.67 0.02 -1.36
C14 3.44 1.11 -2.45
C15 2.02 1.30 -2.88
C16 1.33 0.35 -3.52
C17 1.89 -1.00 -3.85
C18 2.00 -2.00 -2.65
H16 4.25 -0.80 -1.82
H17 4.06 0.84 -3.33
H18 4.33 0.44 -0.58
H19 3.03 -2.41 -2.65
H20 0.83 -1.91 -0.77
H21 2.27 -0.18 0.32
H22 1.35 -2.87 -2.87
H23 1.25 -1.45 -4.62
H24 0.40 0.58 -4.05
H25 2.89 -0.90 -4.30
H26 3.85 2.06 -2.09
H27 1.65 2.32 -2.81
P1 0.02 -2.02 1.81
C19 -0.52 -1.96 3.56
H28 -0.32 -2.95 4.01
H29 -1.59 -1.75 3.64
H30 0.04 -1.20 4.11
C20 -0.76 -3.56 1.20
H31 -0.73 -4.30 2.01
H32 -0.23 -3.95 0.33
H33 -1.81 -3.38 0.94
C21 1.81 -2.31 1.97
H34 2.27 -2.44 0.99
H35 1.99 -3.21 2.58
H36 2.29 -1.45 2.46
P2 -1.94 -0.74 -1.37
C22 -1.81 0.64 -2.54
H37 -2.13 0.30 -3.54
H38 -0.77 0.97 -2.59
H39 -2.43 1.48 -2.23
C23 -1.39 -2.26 -2.20
H40 -0.40 -2.11 -2.65
H41 -2.11 -2.52 -2.99
H42 -1.33 -3.09 -1.49
C24 -3.74 -0.97 -1.19
H43 -4.19 -1.19 -2.17
H44 -4.19 -0.06 -0.79
H45 -3.95 -1.81 -0.51
N1 -2.48 -0.72 1.40
C25 -3.45 -0.86 2.06
N2 -4.57 -1.17 2.58
C26 -4.98 -0.83 3.79
N3 -5.43 -0.58 4.85

LUMO energy (spin up / spin down)	-1.93 / -5.45	eV
2S+1	5
M	653.8	g mol⁻¹
total charge	+1
E_HOMO (spin up / spin down)	-9.38 / -11.59	eV